1.
The following is a quantum chemistry calculation of C42H38Cl4N4O4SnTe as an isolated structure in a non-equilibrium geometry, from OMol25.

Atoms and positions in Å:
Sn: -0.0282 0.0164 -0.4291
C: 7.0507 1.9600 0.2244
C: 5.5950 1.8210 -0.0772
C: 4.7279 2.8820 0.0369
C: 3.3700 2.7687 -0.3204
C: 2.4446 3.8329 -0.3327
N: 2.3561 4.8604 0.4716
C: 3.0632 5.0450 1.7260
C: 2.7773 3.9063 2.7174
C: 1.4245 4.0248 3.4277
N: 0.2596 3.7080 2.6224
C: -0.4905 2.6180 2.7416
C: -0.3210 1.6197 3.8518
C: -0.3879 1.4923 5.2164
C: -0.1592 0.2042 5.7279
C: -0.1617 -0.0246 7.2040
C: 0.0592 -0.8533 4.8604
C: 0.1207 -0.7336 3.4563
C: 0.2705 -1.9248 2.6645
N: 0.2375 -1.9739 1.3936
C: 0.2959 -3.2712 0.7675
C: 1.6155 -3.5529 0.0399
C: 1.8150 -2.7524 -1.2524
N: 2.0924 -1.3650 -0.9794
C: 3.2883 -0.9460 -1.0950
C: 3.7349 0.3946 -0.7875
C: 5.0754 0.5866 -0.4872
C: 2.8400 1.5049 -0.7621
O: 1.5971 1.4372 -1.0587
C: -0.0385 0.5637 2.9892
O: -0.0024 1.1951 1.7867
H: 7.2824 2.9439 0.6208
H: 7.6365 1.8065 -0.6799
H: 7.3618 1.2092 0.9472
H: 5.1265 3.8422 0.3200
H: 1.6604 3.7430 -1.0816
H: 1.6516 5.5531 0.2520
H: 2.7478 5.9991 2.1518
H: 4.1365 5.1091 1.5464
H: 3.5478 3.9400 3.4881
H: 2.8460 2.9366 2.2188
H: 1.2997 5.0430 3.8128
H: 1.4212 3.3448 4.2790
H: 0.0559 4.3418 1.8635
H: -1.4937 2.6902 2.3246
H: -0.5981 2.3190 5.8782
H: 0.3304 0.7908 7.7272
H: 0.3457 -0.9522 7.4469
H: -1.1827 -0.0884 7.5755
H: 0.1913 -1.8385 5.2838
H: 0.3572 -2.8483 3.2495
H: -0.5201 -3.3133 0.0366
H: 0.1387 -4.0607 1.5152
H: 1.6115 -4.6133 -0.2188
H: 2.4572 -3.3658 0.7103
H: 0.8947 -2.7913 -1.8475
H: 2.6348 -3.2026 -1.8259
H: 4.0756 -1.6354 -1.4203
H: 5.7448 -0.2610 -0.5386
Cl: 0.0066 3.4618 -5.9414
C: -0.5276 2.0883 -5.0620
C: -0.5365 0.8276 -5.6630
Cl: -0.0491 0.6606 -7.3026
C: -0.9527 -0.2890 -4.9361
Cl: -0.9037 -1.8604 -5.6222
C: -1.3891 -0.1311 -3.6326
O: -1.8472 -1.1691 -2.8761
C: -1.4065 1.1334 -3.0209
O: -1.8924 1.1756 -1.7941
C: -0.9502 2.2329 -3.7443
Cl: -0.9056 3.7513 -2.9674
Te: -3.5038 -0.6645 -1.8915
C: -3.3527 -2.4644 -0.7725
C: -2.7817 -3.6377 -1.2455
C: -2.9081 -4.7981 -0.4967
C: -3.6009 -4.7852 0.7046
C: -4.1472 -3.6050 1.1841
C: -4.0235 -2.4415 0.4435
C: -4.7156 -1.6013 -3.3717
C: -6.0265 -1.1445 -3.4398
C: -6.9091 -1.7472 -4.3203
C: -6.4694 -2.7752 -5.1403
C: -5.1497 -3.2006 -5.0891
C: -4.2640 -2.6207 -4.1959
H: -2.2573 -3.6521 -2.1909
H: -2.4851 -5.7214 -0.8624
H: -3.7163 -5.6982 1.2669
H: -4.6783 -3.5802 2.1234
H: -4.4656 -1.5129 0.7849
H: -6.3400 -0.3257 -2.8031
H: -7.9337 -1.4124 -4.3704
H: -7.1547 -3.2436 -5.8304
H: -4.8125 -3.9880 -5.7472
H: -3.2329 -2.9469 -4.1571

Atomic forces in eV per Å
0.9742 0.0587 0.1248
0.1231 -0.0869 -0.0514
-0.1523 0.2608 0.1028
0.0578 -0.2242 -0.1447
0.2093 -0.5595 0.0143
-0.4155 -0.0082 -0.1407
-0.2710 -0.0090 -0.5468
0.5801 -0.2420 0.6386
-0.2877 0.1819 0.0089
0.4254 -0.0523 0.1848
-0.0568 0.1401 -0.2454
-0.3885 0.2482 0.3934
0.1361 -0.2951 -0.4600
0.0723 -0.1752 -0.2546
0.0471 0.0992 -0.0422
-0.1452 -0.0216 0.1309
0.0056 0.1883 -0.2386
-0.1270 0.6495 0.3309
-0.0512 -0.5316 -0.3986
0.1531 0.7363 0.2341
0.1928 -0.4727 -0.2088
-0.2670 0.2226 -0.1050
-0.0487 -0.5556 0.0361
-0.1630 0.7827 0.2234
-0.1960 -0.4224 -0.1343
0.1761 0.5237 0.0511
-0.5181 0.1540 -0.0038
0.4789 0.4203 0.4152
-1.2429 -0.4759 0.1147
-0.0769 0.4811 0.4946
0.2625 -0.8177 -0.8516
0.0592 0.0572 0.0331
0.1244 0.0295 -0.0349
0.0997 -0.0170 0.0895
0.0856 0.1312 0.0708
-0.0593 0.1841 0.0276
0.0767 -0.0754 -0.1381
0.0352 -0.0299 -0.1144
-0.1427 0.1292 -0.0162
0.0459 -0.0148 -0.0185
0.0858 0.0483 0.0744
-0.0022 -0.1226 0.0325
-0.0216 0.0868 -0.0165
-0.2769 -0.0834 0.1598
0.2091 0.0395 -0.1351
-0.0165 0.1000 0.0771
0.0553 0.0324 0.0840
0.0448 -0.0714 0.1215
-0.0764 -0.0200 0.1193
0.0602 -0.1307 0.0602
0.0063 -0.0423 -0.0923
0.0290 -0.1285 0.1181
-0.0945 0.0590 -0.1134
0.0861 0.0119 0.0000
0.0282 -0.1050 0.0253
0.1356 -0.1467 -0.0792
-0.1437 0.0366 -0.0548
-0.0423 -0.0653 0.0321
0.0796 -0.1382 -0.0445
0.0040 -0.0419 0.0118
0.0062 -0.1086 -0.0158
0.0438 0.0559 -0.1173
0.0257 -0.0846 0.0883
0.0296 0.0785 -0.0704
-0.0489 -0.1425 -0.0304
0.3682 0.5250 -0.3265
-0.4710 -0.1764 0.2981
0.0878 -0.1750 -0.1683
0.0499 0.1011 0.3544
0.0924 -0.2649 -0.1785
-0.0495 0.4318 0.3127
-0.4697 -1.0961 -0.2160
0.0704 0.3042 0.0368
0.0616 0.0406 -0.1878
-0.0190 0.0690 -0.1186
-0.0014 0.0927 0.1122
-0.0285 -0.0092 0.0468
0.0432 0.2817 -0.1766
0.1797 0.3528 0.0841
0.2541 0.1034 0.2067
-0.0826 -0.0503 -0.0279
-0.0236 0.0713 0.0351
0.0407 -0.0224 0.0434
0.2086 -0.0317 0.0039
0.0283 -0.0132 -0.0415
0.0528 -0.0698 -0.0573
-0.0002 -0.1009 0.0740
-0.0510 -0.0668 0.0686
-0.0548 -0.0353 0.1867
-0.1803 0.0282 -0.0437
-0.0739 0.0416 -0.0097
-0.0587 -0.0100 -0.0551
0.0408 -0.0474 -0.0152
-0.0316 0.0174 -0.0472

## Properties
F_max   1.34 eV/Å
Kohn-Sham gap   6.4 eV
Relative energy (zero: lowest compared OMol25 entry of this formula, charge and spin)   227.34 kJ/mol
Total charge   +2
HOMO level   -12.10 eV

Results of the Mulliken charge analysis, in e, for atoms 1 through 2: atom 1 (Sn): 1.832, atom 2 (C): -1.737

=====

2.
The following is a quantum chemistry calculation of C42H38IN8OP2SV as an isolated structure in a non-equilibrium geometry, from OMol25.

Atoms and positions in Å:
V: -1.3209 -0.3543 -0.1780
N: -1.2217 3.2290 -2.1502
C: -1.2444 4.3044 -1.2461
C: -1.5592 5.5815 -1.6864
C: -1.6119 6.6403 -0.7914
C: -1.3502 6.4352 0.5520
C: -1.0390 5.1587 1.0008
C: -0.9847 4.1050 0.1061
S: -0.5690 2.4893 0.7041
N: -1.0324 1.4842 -0.5608
C: -1.2884 1.9208 -1.7639
C: -1.7568 0.8794 -2.6619
C: -1.8890 0.9804 -4.0446
C: -2.3413 -0.1091 -4.7637
C: -2.6632 -1.2797 -4.0824
C: -2.4954 -1.3219 -2.7137
N: -2.0390 -0.2797 -2.0058
H: -1.4386 3.4489 -3.1063
H: -1.7487 5.7511 -2.7401
H: -1.8662 7.6279 -1.1500
H: -1.3784 7.2593 1.2508
H: -0.8233 4.9758 2.0466
H: -1.6127 1.8910 -4.5598
H: -2.4516 -0.0522 -5.8376
H: -3.0299 -2.1474 -4.6109
H: -2.7204 -2.2164 -2.1491
N: 1.3292 -1.5636 0.4990
P: 0.3606 -0.7160 1.6380
C: 0.1328 -1.9189 2.9965
C: 0.0245 -3.2875 2.7626
C: -0.1504 -4.1658 3.8214
C: -0.2361 -3.6884 5.1197
C: -0.1647 -2.3234 5.3575
C: 0.0139 -1.4438 4.3034
C: 1.6380 0.3493 2.4232
C: 2.9848 0.0035 2.3541
C: 3.9442 0.7802 2.9860
C: 3.5708 1.9105 3.6987
C: 2.2303 2.2548 3.7849
C: 1.2705 1.4800 3.1511
P: 0.6713 -1.4358 -1.0713
C: 0.6633 -3.1226 -1.7678
C: 0.9163 -4.2681 -1.0243
C: 0.9450 -5.5113 -1.6400
C: 0.7348 -5.6175 -3.0047
C: 0.4584 -4.4807 -3.7518
C: 0.4145 -3.2425 -3.1356
C: 2.1059 -0.8207 -2.0334
C: 3.4139 -1.0613 -1.6251
C: 4.4784 -0.6368 -2.4043
C: 4.2431 0.0231 -3.6030
C: 2.9426 0.2639 -4.0197
C: 1.8778 -0.1507 -3.2325
H: 1.7282 -2.4458 0.7997
H: 0.0508 -3.6788 1.7545
H: -0.2239 -5.2274 3.6266
H: -0.3650 -4.3770 5.9438
H: -0.2472 -1.9390 6.3655
H: 0.0736 -0.3804 4.4941
H: 3.2938 -0.8770 1.8074
H: 4.9864 0.4947 2.9264
H: 4.3195 2.5093 4.1996
H: 1.9322 3.1297 4.3485
H: 0.2263 1.7580 3.2235
H: 1.0959 -4.2128 0.0416
H: 1.1314 -6.4001 -1.0522
H: 0.7715 -6.5848 -3.4870
H: 0.2819 -4.5601 -4.8164
H: 0.2018 -2.3552 -3.7205
H: 3.5990 -1.5741 -0.6897
H: 5.4929 -0.8256 -2.0787
H: 5.0759 0.3429 -4.2149
H: 2.7570 0.7744 -4.9560
H: 0.8600 0.0590 -3.5465
N: 2.6896 3.0353 0.0487
N: 2.0395 2.0500 -0.7416
H: 3.5044 2.6682 0.5281
H: 2.0330 3.3613 0.7461
H: 2.0800 1.1268 -0.3202
H: 2.5211 2.0055 -1.6307
O: -2.5724 -4.3409 0.6022
C: -2.1229 -3.2704 0.3783
N: -1.6343 -2.1997 0.1630
I: -3.8654 -0.9044 5.0085
C: -3.8307 0.0900 3.1642
C: -4.6584 1.1731 2.9108
C: -4.5699 1.7642 1.6593
C: -3.6747 1.2677 0.7327
N: -2.8631 0.2306 0.9797
C: -2.9664 -0.3543 2.1807
H: -5.3495 1.5401 3.6562
H: -5.1965 2.6085 1.4089
H: -3.6039 1.7227 -0.2471
H: -2.3390 -1.2152 2.3624

Atomic forces in eV per Å
0.9605 -0.5597 0.8708
0.1375 -0.3113 -0.2172
0.0134 0.3881 0.3030
0.0353 -0.1033 -0.0822
-0.0154 0.0550 -0.0060
0.0651 -0.0251 0.0445
-0.0216 -0.0009 -0.0658
-0.0490 -0.3621 -0.1618
0.0170 0.6109 0.3647
0.1644 2.5680 -1.1854
0.1687 0.4916 0.4633
-0.2523 -0.5302 -0.4923
0.0964 0.2192 0.1990
-0.0915 -0.1865 0.0932
0.0285 0.2054 -0.1344
-0.1741 -0.0665 -0.0912
-0.6401 0.3265 -1.9055
-0.0733 -0.0179 -0.0075
-0.0512 -0.0010 0.0006
0.0365 0.0071 -0.0195
-0.0196 0.0118 -0.0070
-0.0486 0.0305 0.0254
-0.0326 0.0222 0.0042
0.0310 0.0236 -0.0096
-0.0101 -0.0315 0.0380
0.0660 0.0181 0.0508
-0.4960 -0.4684 0.1091
1.3661 -0.2532 0.4726
-0.1871 0.0702 -0.0116
-0.0333 0.0214 -0.0400
0.0110 -0.0779 0.0072
-0.0046 0.0266 0.0085
-0.0194 0.0165 0.0192
0.0445 -0.0106 -0.1102
-0.2097 0.0958 0.0124
0.0015 0.0394 -0.0262
0.0455 0.0044 -0.0169
-0.0069 -0.0428 0.0343
-0.0275 0.0645 0.0459
0.0357 -0.0684 -0.0382
1.5609 -0.4038 -0.1564
-0.2226 0.0322 0.0591
-0.0253 0.0506 0.0264
0.0366 -0.0637 -0.0202
-0.0839 -0.0221 -0.0116
-0.0228 0.0138 -0.0308
0.0158 0.0405 0.0933
-0.2291 0.0998 -0.0819
-0.0205 0.0115 -0.0094
-0.0144 -0.0091 0.0273
0.0424 -0.0108 -0.0466
-0.0224 0.0138 -0.0338
-0.0232 0.0226 0.1135
0.2589 0.1056 -0.0123
0.0183 0.0218 0.0220
-0.0166 -0.0012 -0.0097
-0.0094 -0.0082 0.0021
0.0037 -0.0074 0.0110
0.0289 -0.0095 0.0971
-0.0053 0.0089 -0.0304
0.0086 0.0095 0.0026
0.0060 0.0220 -0.0201
-0.0106 -0.0040 0.0039
-0.0239 0.0053 0.0480
-0.0185 -0.0199 -0.0085
0.0337 0.0153 0.0196
-0.0008 -0.0139 0.0110
-0.0044 -0.0005 -0.0041
0.0442 -0.0199 -0.0715
0.0309 -0.0083 -0.0012
0.0074 0.0037 -0.0063
0.0006 0.0237 0.0012
0.0115 0.0217 0.0076
0.0061 0.0030 -0.0332
0.0491 0.1348 -0.0216
0.0932 0.0593 -0.2484
-0.0347 -0.0585 0.0677
-0.0088 -0.0170 0.0412
0.1484 -0.0136 0.0557
0.0191 -0.0760 -0.0129
0.0303 0.0400 -0.0312
0.1612 0.0198 0.0148
-1.0221 -2.4999 0.4380
-0.0328 0.1562 -0.2792
-0.1117 -0.1020 0.3080
0.1679 -0.0510 -0.1349
-0.1253 -0.0052 0.0982
-0.0544 0.0260 -0.0571
-1.4819 0.4099 1.1678
-0.1183 -0.1055 0.1875
0.0037 0.0064 0.0204
0.0094 -0.0059 -0.0600
0.0700 -0.0284 -0.0048
0.0163 -0.0116 -0.0453

## Properties
F_max   2.83 eV/Å
Multiplicity   4
Kohn-Sham gap (alpha / beta)   6.2 / 6.8 eV
Relative energy (zero: lowest compared OMol25 entry of this formula, charge and spin)   146.22 kJ/mol
Total charge   +1
HOMO level (alpha / beta)   -9.17 / -10.10 eV

Results of the Mulliken charge analysis, in e, for atoms 1 through 2: atom 1 (V): -0.869, atom 2 (N): 0.109

=====

no.,M (g mol⁻¹)
1,1050.9
2,942.7